(1)
DFT (the ωB97M-V functional and the def2-TZVPD basis) results for C4H7NO2 in the gas phase.

E	-361.81411	hartree
orbital gap	10.16	eV
relative energy (zero: lowest compared OMol25 entry of this formula, charge and spin)	175.2	kJ/mol

The geometry in ORCA input format:
```
! RIJCOSX wB97M-V def2-TZVPD def2/J DEFGRID3
* xyz 0 1
N -0.15432 1.91965 0.12593
C 0.05693 0.56212 -0.34802
C -1.11712 0.07026 -1.15825
O -1.04959 -0.93599 -1.80965
C 0.38569 -0.43356 0.78592
C 0.98463 -1.73332 0.30192
O 0.84448 -2.75019 0.93387
H 0.28968 2.12288 1.00471
H -1.10962 2.23830 0.09115
H 0.89357 0.57052 -1.04540
H -2.04854 0.67178 -1.12861
H 0.97885 0.10255 1.52589
H -0.52282 -0.65593 1.34957
H 1.56819 -1.74909 -0.62904
*
```

(2)
DFT (the ωB97M-V functional and the def2-TZVPD basis) results for C7H8O in the gas phase.

E	-346.43253	hartree
orbital gap	9.44	eV
relative energy (zero: lowest compared OMol25 entry of this formula, charge and spin)	900.5	kJ/mol

The geometry in ORCA input format:
```
! RIJCOSX wB97M-V def2-TZVPD def2/J DEFGRID3
* xyz 0 1
C -2.40959 -0.57207 -0.15891
C -1.17505 -0.32762 0.39862
C 0.32367 -0.98278 0.17357
C 1.31286 0.18080 -0.08844
C 2.56057 0.20648 0.09246
C 0.06897 1.18909 -0.51166
O -0.57289 2.43871 0.00231
C -0.84703 1.11778 0.72880
H -2.55760 -1.53019 -0.69368
H -3.46782 0.08184 -0.35563
H 0.51460 -1.59248 -0.78711
H 0.74442 -1.83424 0.88221
H 3.53522 0.83757 -0.29801
H 2.78753 -0.86397 0.33879
H -0.43361 0.57429 -1.39067
H -0.38425 1.07680 1.66735
*
```

(3)
DFT (the ωB97M-V functional and the def2-TZVPD basis) results for a molecular structure, C35H40F5IrN2O5S2Si.

E	-3532.92638	hartree
orbital gap (alpha / beta)	6.50 / 5.49	eV
relative energy (zero: lowest compared OMol25 entry of this formula, charge and spin)	15.4	kJ/mol

The geometry in ORCA input format:
```
! RIJCOSX wB97M-V def2-TZVPD def2/J DEFGRID3
* xyz 0 5
Ir -0.84249 2.08979 -0.23809
C -4.10530 2.66934 0.44171
O -2.76594 3.13139 0.29288
C -2.56727 4.48310 0.49693
C -3.57541 5.37873 0.77959
C -3.26738 6.72141 0.97844
C -1.95351 7.15568 0.90064
C -0.94060 6.25663 0.62397
C -1.23288 4.90599 0.41132
N -0.27242 3.96352 0.09965
N 0.98748 4.39749 0.19817
C 2.06521 3.70366 -0.09579
C 2.07617 2.33580 -0.56033
O 0.99788 1.65974 -0.83791
C 3.31784 1.69489 -0.75233
C 4.50468 2.32066 -0.52501
C 4.55007 3.67522 -0.08911
C 5.76633 4.34185 0.14440
C 5.78817 5.65795 0.53090
C 4.58777 6.36014 0.69482
C 3.38643 5.72846 0.48548
C 3.33784 4.37695 0.10190
H -4.76556 3.17719 -0.26341
H -4.44937 2.82991 1.46474
H -4.09162 1.61425 0.21794
H -4.60384 5.05623 0.85107
H -4.06374 7.42058 1.19345
H -1.71623 8.19989 1.05284
H 0.08724 6.57382 0.55979
H 3.28674 0.67216 -1.10299
H 5.43550 1.79169 -0.68885
H 6.69468 3.79798 0.01474
H 6.73176 6.15988 0.70257
H 4.60720 7.40021 0.99333
H 2.45685 6.26154 0.60983
C -0.81616 -5.54623 -0.18508
C -1.56701 -4.24186 -0.42864
C -2.49222 -4.34037 -1.63406
C -2.34086 -3.83016 0.81410
O -0.59837 -3.22872 -0.76857
Si 0.42918 -2.30446 0.04486
S -0.71304 -0.54466 0.79038
O 0.90699 -2.99416 1.42035
C 2.01661 -2.78690 2.31284
C 2.46161 -1.32744 2.28199
C 1.52058 -3.16476 3.70198
C 3.14620 -3.70680 1.86315
O 1.61423 -1.78881 -0.90564
C 2.08472 -2.13331 -2.22506
C 2.01325 -3.64259 -2.44447
C 1.22427 -1.38888 -3.23641
C 3.53711 -1.67906 -2.29237
H -1.51319 -6.34063 0.08360
H -0.10319 -5.40623 0.62836
H -0.26836 -5.84547 -1.08022
H -3.30493 -5.03949 -1.43456
H -1.93944 -4.67991 -2.51113
H -2.91484 -3.35756 -1.84999
H -3.12864 -4.55279 1.03067
H -2.79374 -2.85569 0.65329
H -1.67405 -3.77102 1.67646
H 1.63548 -0.67851 2.58083
H 2.77469 -1.04730 1.27480
H 3.29537 -1.16997 2.96577
H 0.70599 -2.50247 3.99764
H 2.32931 -3.07764 4.42806
H 1.15158 -4.19090 3.70573
H 3.46887 -3.43043 0.85744
H 2.80598 -4.74290 1.85002
H 3.99714 -3.62360 2.54018
H 0.97925 -3.98116 -2.42373
H 2.56799 -4.16431 -1.66102
H 2.45032 -3.89667 -3.41038
H 0.18909 -1.72668 -3.15793
H 1.58272 -1.57344 -4.24975
H 1.25330 -0.31722 -3.03372
H 4.12377 -2.17936 -1.52022
H 3.60999 -0.60316 -2.14290
H 3.95769 -1.92538 -3.26752
F -7.51973 -3.20084 -0.39991
C -6.46289 -2.39090 -0.40524
C -6.05096 -1.80043 -1.58883
F -6.72354 -2.04066 -2.71650
C -4.94710 -0.96211 -1.57509
F -4.55578 -0.41014 -2.74183
C -4.27281 -0.67648 -0.41442
S -1.84034 -0.04623 -0.82998
C -4.70246 -1.26617 0.74919
F -4.08088 -0.99489 1.91381
C -5.78171 -2.13335 0.77344
F -6.17929 -2.71239 1.90897
*
```

(4)
DFT (the ωB97M-V functional and the def2-TZVPD basis) results for 10 unconnected molecules or ions with the total composition C50H88N6O29PS.

E	-5207.97633	hartree
orbital gap	9.16	eV

The geometry in ORCA input format:
```
! RIJCOSX wB97M-V def2-TZVPD def2/J DEFGRID3
* xyz 1 1
C 0.33510 2.79953 1.68816
C 0.06248 2.34782 0.23202
C -1.15519 1.40998 0.10756
C -1.00189 0.33014 -0.98785
C -2.21220 0.15819 -1.91877
C -3.53110 -0.02984 -1.16928
C -3.65855 -1.47103 -0.60285
C -4.17473 -1.47556 0.83823
C -3.66263 -2.66194 1.66634
C -2.13590 -2.59335 1.77379
C -1.50021 -3.41085 2.90790
C 0.02640 -3.16521 2.85785
C 0.70081 -3.52489 4.18329
C 0.58200 -2.37618 5.20055
N 1.43702 -2.45082 6.37383
C 2.81574 -2.84682 6.12286
C 3.48762 -2.95697 7.49751
N 2.83555 -3.98732 8.31725
C 3.70881 -4.51050 9.39561
C 2.79272 -4.19590 5.36608
P 4.35112 -5.19380 5.27734
O 5.58053 -4.17387 5.18671
O 4.30285 -5.91281 3.82957
S 4.48300 -6.51639 6.64938
N 2.12934 -4.03494 4.00556
C 2.93212 -3.31369 2.95332
C 2.96313 -1.77816 2.94935
C 2.32684 -1.15703 1.67894
C 3.34267 -0.36790 0.82671
N 2.97606 -0.49314 -0.59054
C 3.52878 0.45623 -1.44379
N 4.52287 1.16984 -1.10022
N 2.92878 0.55685 -2.73742
H 1.33729 2.52198 2.01694
H -0.40013 2.39148 2.38168
H 0.27651 3.88272 1.78378
H 0.95363 1.83750 -0.13206
H -0.11669 3.23972 -0.36809
H -1.29108 0.91976 1.07496
H -2.03877 2.01492 -0.09492
H -0.75087 -0.64318 -0.55004
H -0.15221 0.61542 -1.61811
H -2.03200 -0.72114 -2.54475
H -2.27641 1.00848 -2.60519
H -3.63246 0.69289 -0.36215
H -4.33710 0.11691 -1.89134
H -2.67174 -1.92741 -0.68622
H -4.36135 -2.02324 -1.22588
H -3.90894 -0.53748 1.33398
H -5.26381 -1.50839 0.79577
H -4.11146 -2.64663 2.66408
H -3.94960 -3.58649 1.15628
H -1.70206 -2.96187 0.83957
H -1.81309 -1.55330 1.88529
H -1.90257 -3.00789 3.84222
H -1.73162 -4.47234 2.81418
H 0.42257 -3.76919 2.03975
H 0.14354 -2.10098 2.66355
H 0.13921 -4.37740 4.57758
H -0.44848 -2.38952 5.55462
H 0.69830 -1.41708 4.69121
H 1.02097 -3.12268 7.01039
H 3.36686 -2.09303 5.56193
H 3.33574 -1.97259 7.95455
H 4.55974 -3.10759 7.39131
H 2.10138 -3.49685 8.81577
H 4.75962 -4.43344 9.12020
H 3.57559 -3.96368 10.33050
H 3.49611 -5.56746 9.54434
H 2.12394 -4.82711 5.95422
H 6.23795 -4.49667 5.82491
H 4.78328 -5.42088 3.15065
H 2.03338 -4.99584 3.66979
H 2.52317 -3.63415 1.99714
H 3.94913 -3.68886 2.96667
H 2.51934 -1.31622 3.82359
H 4.00993 -1.47250 2.95143
H 1.91391 -1.92768 1.02558
H 1.54038 -0.45340 1.95646
H 3.36587 0.67988 1.12726
H 4.34603 -0.77989 0.94349
H 1.96901 -0.52014 -0.70548
H 4.78643 1.71579 -1.91724
H 2.51320 -0.33021 -3.00205
H 2.20210 1.26584 -2.71470
C -8.01454 -2.48227 -2.13305
C -9.21253 -1.55837 -2.15729
O -9.00277 -0.75940 -0.98057
C -7.68972 -0.77836 -0.68756
O -7.16202 -0.08749 0.12882
O -7.03494 -1.68897 -1.44559
H -7.66187 -2.75506 -3.12294
H -8.19790 -3.38955 -1.55665
H -9.21345 -0.90506 -3.03041
H -10.16331 -2.08077 -2.09950
C 3.87136 1.86894 -5.68165
C 5.11880 1.47350 -6.44080
O 4.80538 1.90772 -7.77390
C 3.87662 2.88659 -7.69839
O 3.52550 3.56593 -8.60618
O 3.39657 2.99114 -6.43068
H 4.08089 2.15246 -4.65515
H 3.10309 1.09316 -5.68628
H 5.99818 2.00922 -6.09405
H 5.32009 0.41145 -6.42314
C 6.77241 4.22055 -0.44297
C 7.46698 2.92291 -0.80162
O 8.58192 3.37967 -1.57405
C 8.84704 4.66467 -1.22423
O 9.80971 5.26859 -1.56104
O 7.85790 5.15267 -0.43737
H 6.28633 4.19721 0.52821
H 6.04751 4.53004 -1.19831
H 7.84025 2.39164 0.07556
H 6.85088 2.25011 -1.38675
C -5.50307 -6.46572 -5.35186
C -6.72259 -5.56856 -5.42330
O -6.56487 -4.75724 -4.25193
C -5.25381 -4.74037 -3.91741
O -4.77966 -4.02347 -3.09498
O -4.56418 -5.64527 -4.64423
H -5.10732 -6.73793 -6.32612
H -5.68368 -7.37072 -4.77021
H -6.71694 -4.92102 -6.30107
H -7.66294 -6.11099 -5.38365
C -0.67313 8.44881 1.98969
C -1.40324 7.48969 1.07606
O -1.12934 6.22230 1.68725
C -0.84713 6.43470 2.99599
O -0.73414 5.57132 3.80590
O -0.70447 7.75238 3.24570
H -1.16038 9.41479 2.07939
H 0.36281 8.59163 1.68853
H -2.48308 7.65072 1.07455
H -1.03223 7.50896 0.05547
C 10.29533 1.78303 -4.83629
C 10.59084 0.44165 -4.19520
O 9.27911 -0.12068 -4.05160
C 8.46920 0.46256 -4.96086
O 7.35713 0.11253 -5.20703
O 9.08047 1.51084 -5.54817
H 11.06806 2.11676 -5.52271
H 10.10262 2.56605 -4.10143
H 11.18107 -0.21063 -4.84032
H 11.07503 0.52272 -3.22618
C 0.77858 11.72268 -1.94324
C -0.07615 11.72672 -0.69114
O -0.07289 10.34052 -0.32127
C 1.03247 9.76264 -0.85725
O 1.40089 8.66318 -0.59346
O 1.63980 10.59970 -1.71856
H 1.36489 12.62797 -2.07092
H 0.19607 11.54020 -2.84721
H 0.36981 12.30533 0.11888
H -1.09250 12.07089 -0.86112
C -7.86937 -5.08563 2.75413
C -7.14718 -4.42443 1.59649
O -7.90166 -4.88359 0.47059
C -9.14828 -5.21397 0.89742
O -10.05711 -5.46311 0.17808
O -9.20128 -5.21147 2.24954
H -7.86373 -4.49148 3.66403
H -7.48211 -6.08241 2.97340
H -7.20133 -3.33417 1.63602
H -6.10722 -4.72678 1.50571
C -6.40626 0.89148 -3.98721
C -5.77506 1.52220 -5.21207
O -6.59671 1.01861 -6.26949
C -7.80484 0.68812 -5.75406
O -8.75837 0.39050 -6.39202
O -7.76896 0.73585 -4.39748
H -6.34823 1.51491 -3.09809
H -5.99296 -0.09425 -3.76055
H -5.84175 2.61131 -5.20285
H -4.73998 1.22826 -5.36511
*
```

(5)
DFT (the ωB97M-V functional and the def2-TZVPD basis) results for a molecular structure, C29H29BN8O6S3Zr.

E	-3278.05423	hartree
orbital gap	7.37	eV
relative energy (zero: lowest compared OMol25 entry of this formula, charge and spin)	35.6	kJ/mol

The geometry in ORCA input format:
```
! RIJCOSX wB97M-V def2-TZVPD def2/J DEFGRID3
* xyz 2 1
Zr 0.16232 0.69839 0.33813
C 2.56776 -3.47412 0.49848
C 2.19512 -2.23087 1.25038
C 1.29832 -2.28428 2.32037
C 0.97478 -1.14978 3.04811
C 1.54568 0.08093 2.71884
C 2.46647 0.15021 1.66546
C 2.77300 -0.99993 0.93506
H 3.00507 -3.23908 -0.47053
H 1.70340 -4.12051 0.35009
H 3.30607 -4.04441 1.06568
H 0.85657 -3.23649 2.58896
H 0.30220 -1.20805 3.89407
H 1.31968 0.95294 3.31845
H 2.97060 1.08411 1.43561
H 3.49327 -0.93916 0.12870
C -3.34878 0.50484 -3.73185
N -3.60713 1.02416 -2.39279
C -4.85604 1.08400 -1.80475
C -4.68125 1.55501 -0.55115
N -3.32923 1.77494 -0.37310
B -2.59435 2.22800 0.88671
N -1.97479 3.62830 0.73261
C -2.63861 4.78636 0.38063
C -1.75682 5.80700 0.45002
N -0.54892 5.26754 0.84031
C 0.68520 6.01261 1.06820
C -0.70654 3.94673 1.00311
S 0.54901 2.88679 1.56334
C -2.69686 1.44092 -1.50446
S -0.98296 1.51478 -1.78255
H -3.40370 -0.58223 -3.71796
H -2.36096 0.81861 -4.05412
H -4.09382 0.90335 -4.41528
H -5.74544 0.79084 -2.33415
H -5.39476 1.74877 0.23029
H -3.24594 2.09441 1.87803
H -1.62634 1.44489 0.99110
H -3.68184 4.78846 0.11860
H -1.87312 6.85891 0.25918
H 0.54626 7.02539 0.70287
H 1.50268 5.54422 0.52526
H 0.91843 6.03945 2.13070
O -2.63702 -1.82736 -0.77659
C -2.23310 -1.36686 0.25382
O -0.95103 -0.92390 0.33750
C -3.06378 -1.21092 1.47836
C -4.42932 -1.46561 1.38666
C -5.21736 -1.27693 2.50261
C -4.70905 -0.86249 3.72133
C -3.35062 -0.62874 3.77457
C -2.52412 -0.79200 2.68156
N -2.73466 -0.15255 5.03188
O -3.45855 -0.01106 5.98233
O -1.51657 -0.08227 5.05034
N -6.67863 -1.50598 2.38424
O -7.32360 -1.44135 3.40279
O -7.10022 -1.76063 1.27773
H -4.87014 -1.79372 0.45564
H -5.34646 -0.72466 4.58347
H -1.47886 -0.57569 2.82654
N 0.61006 -1.58580 -2.17339
C 1.48422 -0.57998 -2.28242
N 1.62018 0.40256 -1.39393
C 2.64330 1.29639 -1.79104
C 3.06774 2.43290 -1.11444
C 4.10814 3.17795 -1.64637
C 4.72674 2.80837 -2.83733
C 4.31298 1.67795 -3.52029
C 3.27296 0.93814 -2.98221
S 2.57152 -0.52791 -3.62138
H -0.17007 -1.54298 -1.52987
H 0.54074 -2.26061 -2.91761
H 2.59353 2.75046 -0.19556
H 4.44778 4.06133 -1.12283
H 5.53847 3.40374 -3.23086
H 4.79059 1.37884 -4.44339
*
```

(6)
DFT (the ωB97M-V functional and the def2-TZVPD basis) results for 2 unconnected molecules or ions with the total composition C3H9N3O2.

E	-434.47858	hartree
orbital gap	8.49	eV
relative energy (zero: lowest compared OMol25 entry of this formula, charge and spin)	125.0	kJ/mol

The geometry in ORCA input format:
```
! RIJCOSX wB97M-V def2-TZVPD def2/J DEFGRID3
* xyz 0 1
O -1.43235 0.45737 -0.23913
C -1.70322 1.11843 -1.32798
O -2.70902 0.98576 -1.98606
C -0.63227 2.10348 -1.78357
H -1.02978 2.82535 -2.48729
H -0.20334 2.63459 -0.93732
H 0.17582 1.56813 -2.28223
N -0.37202 -1.68321 1.16797
C 0.79931 -1.07400 1.13369
N 1.94314 -1.71946 1.62317
N 0.87388 0.15523 0.73092
H -1.18183 -1.20366 0.72480
H -0.41214 -2.66106 1.39953
H 1.76972 -2.22918 2.47821
H 2.40387 -2.32310 0.95256
H -0.08749 0.54217 0.26566
H 1.79771 0.50313 0.56706
*
```

(7)
DFT (the ωB97M-V functional and the def2-TZVPD basis) results for 5 unconnected molecules or ions with the total composition C19H34O14P.

E	-2138.94765	hartree
orbital gap	5.49	eV

The geometry in ORCA input format:
```
! RIJCOSX wB97M-V def2-TZVPD def2/J DEFGRID3
* xyz -1 1
C 1.46518 1.15043 5.01257
C 1.21647 0.72094 3.41616
C -0.42849 0.50359 3.26646
C 1.80045 1.96537 2.52352
C 2.49459 1.53731 1.10090
C 3.93322 0.76020 1.23520
C 4.21354 0.26112 -0.33630
O 3.84110 -1.18925 -0.40996
P 3.41384 -1.83701 1.17618
O 4.04532 -0.46431 2.04250
H 1.06952 0.27754 5.68469
H 0.84617 2.14289 5.16832
H 2.63538 1.31725 5.16199
H 1.72095 -0.31632 3.21941
H -0.95030 1.44698 2.80886
H -0.58976 -0.47079 2.60593
H -0.79842 0.25127 4.37271
H 2.52684 2.60568 3.20487
H 0.87586 2.67291 2.28855
H 2.72501 2.55870 0.52699
H 1.70540 0.97773 0.40709
H 4.90601 1.38564 1.47134
H 5.37411 0.34183 -0.51820
H 3.51382 0.76441 -1.13496
H 2.86161 -2.97042 0.46512
H 4.72871 -2.42655 1.20060
H 3.17946 -2.45009 2.48362
H 2.05699 -1.31809 1.19480
C 0.03672 0.00459 -2.24545
C -1.37973 -0.09179 -2.71169
O -2.08982 -0.41367 -1.53090
C -1.33333 0.02237 -0.48149
O -1.71745 0.06051 0.67552
O -0.09201 0.41082 -0.89587
H 0.61441 0.73614 -2.81706
H 0.55381 -0.96016 -2.27639
H -1.75669 0.85900 -3.10309
H -1.51628 -0.86753 -3.47014
C 4.16531 -5.03589 -0.80190
C 4.53090 -6.27378 -1.55488
O 3.58615 -7.22318 -1.09860
C 2.50518 -6.52214 -0.64729
O 1.43746 -7.02526 -0.33984
O 2.77463 -5.18531 -0.58598
H 4.37368 -4.12563 -1.37079
H 4.66886 -4.97249 0.16841
H 4.41711 -6.15362 -2.63743
H 5.55007 -6.60620 -1.33936
C -3.51167 4.04660 -0.12446
C -2.28211 3.20289 -0.22090
O -1.83352 3.43142 -1.54327
C -2.33889 4.63895 -1.93072
O -2.01503 5.22624 -2.94949
O -3.25267 5.10357 -1.02927
H -3.67396 4.43216 0.88582
H -4.41102 3.51409 -0.45110
H -1.50092 3.52097 0.47758
H -2.49189 2.14182 -0.06033
C -6.63060 0.07226 -2.68767
C -7.31518 1.37423 -2.95080
O -6.99845 2.14534 -1.80748
C -5.85166 1.62344 -1.28197
O -5.20229 2.14563 -0.39129
O -5.52617 0.44214 -1.88370
H -6.29481 -0.41495 -3.60718
H -7.25991 -0.62490 -2.12464
H -6.92296 1.88085 -3.83893
H -8.39782 1.26151 -3.05497
*
```